C7H20O3 | the ωB97M-V functional and the def2-TZVPD basis

```
30
Properties=species:S:1:pos:R:3:lowdin_spin:R:1
C 1.089 1.050 -2.206 0.03
C 1.472 1.445 -0.774 0.01
C 0.530 0.896 0.304 0.03
C 1.122 -0.194 1.187 0.02
C 1.139 -1.418 0.656 0.04
C 1.665 -2.599 1.432 0.07
C 1.589 0.113 2.558 0.03
H 1.851 1.530 -2.831 0.00
H 0.132 1.411 -2.580 0.01
H 1.124 -0.024 -2.344 0.01
H 1.378 2.543 -0.878 0.00
H 2.544 1.337 -0.610 0.00
H -0.368 0.520 -0.179 0.02
H 0.230 1.729 0.950 0.01
H 0.857 -1.610 -0.367 0.02
H 2.759 -2.542 1.536 0.00
H 1.453 -3.552 0.948 0.02
H 1.246 -2.624 2.440 0.02
H 1.670 1.164 2.842 0.00
H 2.561 -0.340 2.769 0.00
H 0.911 -0.273 3.337 0.02
H -1.274 2.058 -0.636 0.01
H -2.598 2.003 -1.121 0.01
O -2.166 2.194 -0.270 0.04
H -1.589 -1.050 -2.827 0.04
H -2.721 -0.553 -1.942 0.04
O -2.006 -0.236 -2.517 0.11
H -2.449 -0.859 1.146 0.06
H -2.990 -2.190 0.598 0.09
O -2.881 -1.254 0.373 0.23
```

As for the charge: -1. The HOMO-LUMO gap (alpha / beta) is 2.59 / 9.02 eV. Its spin multiplicity is 2.



C7H20O4 | the ωB97M-V functional and the def2-TZVPD basis

```
31
Properties=species:S:1:pos:R:3:mulliken_charge:R:1
C 0.919 2.482 0.360 -0.89
C -0.260 1.914 0.139 0.49
C -1.418 2.363 1.017 -1.52
C -0.541 0.961 -0.957 0.96
C 0.429 0.993 -2.105 -1.55
C -1.564 0.100 -0.936 0.06
C -1.883 -0.843 -2.062 -1.62
H 1.850 2.248 -0.155 0.25
H 1.192 3.199 1.129 0.31
H -1.300 2.096 2.057 0.30
H -1.593 3.440 1.001 0.36
H -2.350 1.898 0.704 0.33
H 0.405 1.971 -2.567 0.37
H 1.465 0.813 -1.792 0.30
H 0.259 0.216 -2.848 0.40
H -2.323 0.134 -0.162 0.37
H -1.155 -1.653 -2.199 0.30
H -2.777 -1.428 -1.832 0.36
H -1.995 -0.321 -3.012 0.39
O 3.421 -1.245 0.619 -0.66
H 2.756 -0.937 1.262 0.40
H 3.184 -2.177 0.529 0.31
O 0.850 -0.534 1.648 -0.74
H 0.859 -0.655 0.683 0.27
H 0.991 0.427 1.640 0.43
O 0.855 -3.254 -1.136 -0.65
H 0.653 -2.548 -0.513 0.29
H 1.431 -2.966 -1.846 0.33
O -1.711 -1.163 2.745 -0.62
H -1.025 -0.514 2.523 0.31
H -2.069 -1.365 1.873 0.33
```

The HOMO-LUMO gap is 9.51 eV. As for the SMILES: C=C(C)/C(C)=C/C.O.O.O.O.



C7H21BO16Y | the ωB97M-V functional and the def2-TZVPD basis

```
46
Properties=species:S:1:pos:R:3:mulliken_charge:R:1
Y 0.433 3.076 -3.849 1.82
O -2.098 1.702 4.843 -0.59
C -2.171 0.950 3.872 0.41
O -1.733 -0.294 3.871 -0.45
B -1.997 -0.847 2.620 1.44
O -2.661 0.184 1.753 -0.54
C -2.752 1.267 2.451 0.73
O -3.320 2.324 2.115 -0.74
O -3.041 -1.935 2.674 -0.61
C -2.619 -3.027 2.096 0.69
O -3.294 -4.028 1.960 -0.62
C -1.147 -2.865 1.801 0.43
O -0.911 -1.587 1.984 -0.36
O -0.454 -3.742 1.329 -0.65
C 0.554 1.071 0.649 -0.52
C 0.660 0.803 -0.881 0.73
C -0.095 -0.440 -1.241 -0.96
O 0.415 1.926 -1.752 -0.14
H 1.214 0.377 1.168 0.48
H -0.460 1.064 1.048 -0.53
H 0.876 2.076 0.924 0.35
H 1.729 0.648 -1.035 -0.09
H -0.315 -0.517 -2.307 0.54
H -1.081 -0.573 -0.795 0.09
H 0.541 -1.256 -0.899 -0.05
O -2.229 2.841 -0.542 -0.70
H -2.429 2.640 0.375 0.30
H -1.348 2.489 -0.675 0.33
O 2.668 3.843 0.162 -0.65
H 2.319 3.112 -0.350 0.27
H 2.632 3.539 1.070 0.35
O 2.119 -3.191 -1.627 -0.58
H 2.616 -3.786 -2.191 0.28
H 1.993 -2.405 -2.160 0.29
O -1.060 -3.754 -1.528 -0.66
H -0.164 -3.427 -1.616 0.33
H -1.277 -3.616 -0.604 0.31
O -1.836 2.267 -3.694 -0.42
H -2.257 1.423 -3.512 0.33
H -2.562 2.863 -3.891 0.36
O 3.783 -1.527 0.911 -0.64
H 3.836 -2.476 1.033 0.31
H 2.906 -1.380 0.555 0.31
O 4.568 1.547 -2.383 -0.64
H 5.423 1.196 -2.129 0.33
H 4.024 1.445 -1.600 0.33
```

As for the charge: +1. The HOMO-LUMO gap is 1.76 eV.



C7H21ClCrN7O18 | the ωB97M-V functional and the def2-TZVPD basis

```
55
Properties=species:S:1:pos:R:3:lowdin_spin:R:1
Cr 3.419 -1.074 0.972 4.31
Cl 0.600 -0.071 0.050 0.02
O 0.692 -1.360 0.689 -0.12
O 0.365 1.001 0.984 -0.01
O 1.906 0.176 -0.387 -0.15
O -0.297 -0.059 -1.072 -0.06
C -2.093 0.150 3.799 0.00
N -3.056 -0.964 3.747 0.00
O -4.001 -0.850 4.485 0.00
O -2.752 -1.919 3.121 0.00
H -2.567 1.043 3.393 0.00
H -1.191 -0.114 3.245 0.00
H -1.777 0.352 4.822 0.00
C -3.465 1.516 -0.596 0.00
N -3.637 1.344 -2.053 0.00
O -2.609 1.558 -2.682 0.00
O -4.739 1.147 -2.622 0.00
H -2.597 0.930 -0.294 0.00
H -4.355 1.247 -0.027 0.00
H -3.217 2.535 -0.298 0.00
C -0.762 -3.929 2.405 0.00
N 0.211 -5.096 2.218 0.00
O 1.235 -4.855 1.576 0.00
O -0.122 -6.215 2.575 0.00
H -1.782 -4.241 2.180 0.00
H -0.539 -3.049 1.802 0.00
H -0.890 -3.393 3.345 0.00
C 1.873 3.612 3.208 0.00
N 0.627 4.422 3.088 0.00
O 0.618 5.395 2.307 0.00
O -0.314 4.137 3.787 0.00
H 1.595 2.619 2.856 0.00
H 2.326 3.798 4.182 0.00
H 2.541 3.904 2.397 0.00
C -0.194 -3.361 -2.090 0.00
N -0.800 -4.231 -3.122 0.00
O -1.346 -5.301 -2.793 0.00
O -0.744 -3.872 -4.314 0.00
H 0.772 -3.809 -1.860 0.00
H -0.835 -3.347 -1.208 0.00
H -0.022 -2.362 -2.492 0.00
C 2.020 -0.082 -3.752 0.00
N 1.176 -0.323 -4.996 0.00
O 1.768 -1.031 -5.812 0.00
O 0.128 0.161 -5.119 0.00
H 2.963 -0.626 -3.705 0.00
H 1.478 -0.599 -2.961 0.00
H 2.138 0.985 -3.562 0.00
C 3.041 3.332 -2.015 0.00
N 2.612 3.541 -0.566 0.00
O 2.004 4.604 -0.318 0.00
O 3.157 2.758 0.267 0.00
H 2.297 3.876 -2.597 0.00
H 3.091 2.251 -2.149 0.00
H 4.050 3.742 -2.040 0.00
```

As for the charge: +1. The HOMO-LUMO gap (alpha / beta) is 2.40 / 4.66 eV. Its spin multiplicity is 5.



C7H21ClN4 | the ωB97M-V functional and the def2-TZVPD basis

```
33
Properties=species:S:1:pos:R:3:mulliken_charge:R:1
C -2.064 1.100 -1.881 -0.70
C -2.080 1.978 2.157 -1.06
C 1.859 0.833 -1.677 -0.79
C 0.659 -1.219 1.162 -0.89
C 1.591 -2.195 0.486 -0.94
C 0.308 -0.137 0.037 0.24
C -0.890 0.715 0.317 -0.02
N -1.740 1.254 -0.504 -0.01
N -1.005 1.273 1.703 -0.06
N 2.958 -1.661 0.262 -0.22
N 1.544 0.545 -0.224 -0.43
Cl -2.398 -2.446 -0.862 -0.23
H -2.313 0.056 -2.274 0.20
H -2.874 1.835 -2.088 0.36
H -1.182 1.399 -2.484 0.29
H -3.071 1.316 2.248 0.37
H -1.809 2.389 3.206 0.35
H -2.441 2.763 1.502 0.41
H 1.780 -0.186 -2.158 0.31
H 1.052 1.578 -1.844 0.31
H 2.889 1.139 -1.770 0.31
H 1.112 -0.549 1.948 0.49
H -0.274 -1.766 1.608 0.34
H 1.775 -3.204 1.013 0.45
H 1.040 -2.622 -0.464 0.31
H 0.053 -0.837 -0.827 0.46
H -2.416 1.963 0.018 0.15
H -0.542 0.687 2.381 0.25
H 3.273 -1.897 -0.755 0.38
H 3.601 -1.998 1.005 0.40
H 2.784 -0.614 0.314 0.36
H 1.612 1.460 0.321 0.33
H -2.793 -2.952 -1.877 0.26
```

As for the charge: +2. The HOMO-LUMO gap is 10.01 eV.



C7H21CrN6O13 | the ωB97M-V functional and the def2-TZVPD basis

```
48
Properties=species:S:1:pos:R:3:lowdin_spin:R:1
Cr -3.177 -1.013 1.254 4.00
C -0.676 -0.077 -0.316 0.00
O -1.373 -0.371 0.857 -0.05
H -0.347 -0.983 -0.831 0.00
H -1.222 0.614 -0.965 0.00
H 0.225 0.473 -0.020 -0.01
C 1.860 0.337 2.931 0.00
N 1.979 0.884 4.310 0.00
O 1.042 1.546 4.720 0.00
O 2.875 0.461 5.004 0.00
H 1.455 -0.666 2.982 0.00
H 2.878 0.378 2.542 0.00
H 1.279 1.020 2.321 0.00
C 0.054 3.630 0.052 0.00
N -0.672 4.883 0.442 0.00
O -0.027 5.862 0.702 0.00
O -1.888 4.793 0.497 0.00
H 1.096 3.867 -0.117 0.00
H -0.486 3.183 -0.770 0.00
H -0.033 3.069 0.984 0.00
C 3.674 -0.076 -0.693 0.00
N 3.117 1.309 -0.651 0.00
O 3.744 2.131 -0.034 0.00
O 2.109 1.524 -1.288 0.00
H 4.551 -0.136 -0.062 0.00
H 4.017 -0.212 -1.718 0.00
H 2.871 -0.760 -0.445 0.00
C -4.937 2.214 -1.488 0.00
N -4.644 0.769 -1.381 0.00
O -3.855 0.348 -0.529 0.02
O -5.170 0.063 -2.187 0.01
H -4.300 2.789 -0.822 0.00
H -5.999 2.368 -1.327 0.00
H -4.699 2.529 -2.501 0.00
C -0.316 -4.304 1.234 0.00
N -1.006 -3.379 2.153 0.00
O -2.089 -2.915 1.773 0.02
O -0.450 -3.009 3.130 0.01
H 0.213 -3.619 0.565 0.00
H -0.969 -4.935 0.646 0.00
H 0.456 -4.834 1.781 0.00
C 0.918 -2.304 -3.136 0.00
N 1.707 -3.501 -3.475 0.00
O 2.821 -3.360 -3.903 0.00
O 1.191 -4.569 -3.215 0.00
H -0.095 -2.430 -3.499 0.00
H 1.398 -1.385 -3.459 0.00
H 0.899 -2.203 -2.052 0.00
```

As for the charge: +1. The HOMO-LUMO gap (alpha / beta) is 8.13 / 8.26 eV. Its spin multiplicity is 5.